Record 1
The following is a DFT calculation (wB97M-V/def2-TZVPD) of a cluster of 2 separate species, C5H2BrF7O in total in a non-equilibrium geometry.

## Properties
**Energy**: -96325.4850 eV
**HOMO-LUMO gap (spin up / spin down)**: 0.3359 / 0.2905 Ha
**2S+1**: 1
**Molecular weight**: 291.0 g/mol
**HOMO (spin up / spin down)**: -9.9 / -9.0 eV

Last column: Mulliken charge in e.
Geometry (Å):
C1 1.333507 -1.951713 -1.525689  -0.195
C2 0.223105 -1.912813 -0.904884  -0.105
C3 0.074920 0.566428 0.100165  -0.110
C4 -0.025531 1.531861 -1.059623  1.033
C5 -0.957631 0.423866 2.172824  0.907
O1 -1.052387 0.744593 0.893758  -0.262
F1 1.202650 0.811434 0.753736  -0.273
F2 1.103817 1.521155 -1.741772  -0.248
F3 -0.283547 2.832750 -0.677374  -0.251
F4 -0.956577 1.134081 -1.953450  -0.275
F5 -0.324350 1.246834 3.018402  -0.260
F6 -0.299452 -0.759196 2.293061  -0.247
F7 -2.108681 0.268596 2.746588  -0.253
Br1 -1.399322 -2.711721 -0.507523  -0.022
H1 1.664367 -2.774009 -2.060019  0.357
H2 1.805114 -0.972147 -1.548201  0.204

Forces on atoms 1 to 2 (eV/Å):
C 0.4 1.6 0.0
C -2.9 1.9 2.0

=====

Record 2
The following is a DFT calculation (wB97M-V/def2-TZVPD) of the molecule C5H2O in a non-equilibrium geometry.

## Properties
**Energy**: -7255.7722 eV
**HOMO-LUMO gap (spin up / spin down)**: 0.2151 / 0.3266 Ha
**Energy above the lowest of the compared OMol25 structures with the same formula, charge and spin**: 109.2 kcal/mol
**2S+1**: 1
**Molecular weight**: 78.1 g/mol
**HOMO (spin up / spin down)**: -9.5 / -10.6 eV

Last column: Mulliken charge in e.
Geometry (Å):
C1 -2.968133 -0.970018 0.152975  0.021
C2 0.538499 0.272105 0.245378  0.218
C3 1.616189 -0.564840 -0.037544  0.050
C4 -0.735273 0.488612 0.347455  -0.308
C5 -1.928189 -0.340614 0.148765  -0.139
O1 2.769814 -0.580512 0.286795  -0.431
H1 1.199476 -1.340047 -0.738632  0.260
H2 -1.082188 1.470169 0.648643  0.330

Forces on atoms 1 to 2 (eV/Å):
C -1.1 -0.8 0.1
C -0.4 0.9 0.5

=====

Record 3
The following is a DFT calculation (wB97M-V/def2-TZVPD) of the molecule C5H2O in a non-equilibrium geometry.

## Properties
**Energy**: -7258.7158 eV
**HOMO-LUMO gap (spin up / spin down)**: 0.3259 / 0.3260 Ha
**Energy above the lowest of the compared OMol25 structures with the same formula, charge and spin**: 41.3 kcal/mol
**2S+1**: 1
**SMILES**: C#CC#CC=O
**Molecular weight**: 78.1 g/mol
**HOMO (spin up / spin down)**: -10.0 / -10.1 eV

Last column: Mulliken charge in e.
Geometry (Å):
O1 2.430844 -0.673057 1.674675  -0.423
C1 1.525574 -0.452938 0.929331  0.264
C2 1.347028 -0.805435 -0.525695  -0.424
C3 0.230353 -0.341916 -0.766463  0.356
C4 -0.998895 0.245525 -0.780283  -0.473
C5 -2.090495 0.756359 -0.829915  -0.005
H1 0.615625 0.090899 1.255430  0.278
H2 -3.060034 1.180564 -0.957080  0.427

Forces on atoms 1 to 2 (eV/Å):
O 0.2 -0.2 -0.4
C 0.4 0.2 1.3

=====

Record 4
The following is a DFT calculation (wB97M-V/def2-TZVPD) of the molecule C5H2O in a non-equilibrium geometry.

## Properties
**Energy**: -7256.4640 eV
**HOMO-LUMO gap**: 0.2901 Ha
**Energy above the lowest of the compared OMol25 structures with the same formula, charge and spin**: 93.3 kcal/mol
**2S+1**: 1
**Molecular weight**: 78.1 g/mol
**HOMO**: -9.8 eV

Last column: Mulliken charge in e.
Geometry (Å):
C1 2.473151 -0.909828 -0.014106  -0.125
C2 -0.364816 0.305020 0.031401  0.214
C3 -1.541448 -0.509906 0.219020  0.087
C4 0.684419 0.969392 -0.325968  -0.252
C5 1.408320 -0.286806 -0.086896  -0.093
O1 -2.638802 -0.280190 -0.243306  -0.422
H1 -1.191222 -1.289632 0.922826  0.285
H2 1.170398 2.001950 -0.502968  0.308

Forces on atoms 1 to 2 (eV/Å):
C 2.0 -1.5 0.2
C 2.4 0.3 -1.4

=====

Record 5
The following is a DFT calculation (wB97M-V/def2-TZVPD) of the molecule C5H2OS in a non-equilibrium geometry.

## Properties
**Energy**: -18096.0821 eV
**HOMO-LUMO gap**: 0.2893 Ha
**Energy above the lowest of the compared OMol25 structures with the same formula, charge and spin**: 21.3 kcal/mol
**2S+1**: 1
**SMILES**: O=C=C=CC=C=S
**Molecular weight**: 110.1 g/mol
**HOMO**: -8.6 eV

Last column: Mulliken charge in e.
Geometry (Å):
C1 0.887998 0.438325 -0.080186  -0.215
C2 1.049797 -1.039992 -0.003382  -0.192
C3 -0.327548 0.964493 0.009157  -0.526
C4 -0.054565 -1.760217 -0.012497  0.236
C5 -1.382539 1.689030 0.032641  0.772
O1 -2.488631 2.091251 -0.046742  -0.471
S1 -1.472045 -2.264108 -0.014998  -0.321
H1 1.686255 1.125786 -0.066618  0.407
H2 2.101279 -1.244564 0.182626  0.309

Forces on atoms 1 to 2 (eV/Å):
C -2.4 -1.1 0.6
C 1.3 1.9 0.0

=====

Record 6
The following is a DFT calculation (wB97M-V/def2-TZVPD) of the molecule C5H2OS in a non-equilibrium geometry.

## Properties
**Energy**: -18092.0573 eV
**HOMO-LUMO gap (spin up / spin down)**: 0.2311 / 0.2630 Ha
**Energy above the lowest of the compared OMol25 structures with the same formula, charge and spin**: 0.0 kcal/mol
**2S+1**: 3
**Molecular weight**: 110.1 g/mol
**HOMO (spin up / spin down)**: -5.6 / -9.1 eV

Last column: Mulliken charge in e.
Geometry (Å):
C1 1.342842 -1.537206 1.024519  -0.300
C2 0.973524 -0.442953 1.670913  -0.222
C3 -1.303753 0.850015 -1.171119  -0.484
C4 0.495710 -0.571487 0.299145  0.089
C5 -1.819461 1.713947 -1.929758  0.755
O1 -2.392194 2.710638 -2.222274  -0.429
S1 -0.320549 -0.489567 -1.118675  -0.134
H1 1.928310 -2.418984 0.978514  0.363
H2 1.095572 0.185596 2.468734  0.362

Forces on atoms 1 to 2 (eV/Å):
C -0.9 1.2 0.3
C -0.3 -1.9 -3.1

=====

Question: molecular weight of number 2 (C5H2O)?
Answer: 78.1 g/mol

=====

What did the first record say?
The following is a DFT calculation (wB97M-V/def2-TZVPD) of a cluster of 2 separate species, C5H2BrF7O in total in a non-equilibrium geometry.

## Properties
**Energy**: -96325.4850 eV
**HOMO-LUMO gap (spin up / spin down)**: 0.3359 / 0.2905 Ha
**2S+1**: 1
**Molecular weight**: 291.0 g/mol
**HOMO (spin up / spin down)**: -9.9 / -9.0 eV

Last column: Mulliken charge in e.
Geometry (Å):
C1 1.333507 -1.951713 -1.525689  -0.195
C2 0.223105 -1.912813 -0.904884  -0.105
C3 0.074920 0.566428 0.100165  -0.110
C4 -0.025531 1.531861 -1.059623  1.033
C5 -0.957631 0.423866 2.172824  0.907
O1 -1.052387 0.744593 0.893758  -0.262
F1 1.202650 0.811434 0.753736  -0.273
F2 1.103817 1.521155 -1.741772  -0.248
F3 -0.283547 2.832750 -0.677374  -0.251
F4 -0.956577 1.134081 -1.953450  -0.275
F5 -0.324350 1.246834 3.018402  -0.260
F6 -0.299452 -0.759196 2.293061  -0.247
F7 -2.108681 0.268596 2.746588  -0.253
Br1 -1.399322 -2.711721 -0.507523  -0.022
H1 1.664367 -2.774009 -2.060019  0.357
H2 1.805114 -0.972147 -1.548201  0.204

Forces on atoms 1 to 2 (eV/Å):
C 0.4 1.6 0.0
C -2.9 1.9 2.0

=====

Question: 2S+1 of number 4 (C5H2O)?
Answer: 1

=====

What did the fourth record say?
The following is a DFT calculation (wB97M-V/def2-TZVPD) of the molecule C5H2O in a non-equilibrium geometry.

## Properties
**Energy**: -7256.4640 eV
**HOMO-LUMO gap**: 0.2901 Ha
**Energy above the lowest of the compared OMol25 structures with the same formula, charge and spin**: 93.3 kcal/mol
**2S+1**: 1
**Molecular weight**: 78.1 g/mol
**HOMO**: -9.8 eV

Last column: Mulliken charge in e.
Geometry (Å):
C1 2.473151 -0.909828 -0.014106  -0.125
C2 -0.364816 0.305020 0.031401  0.214
C3 -1.541448 -0.509906 0.219020  0.087
C4 0.684419 0.969392 -0.325968  -0.252
C5 1.408320 -0.286806 -0.086896  -0.093
O1 -2.638802 -0.280190 -0.243306  -0.422
H1 -1.191222 -1.289632 0.922826  0.285
H2 1.170398 2.001950 -0.502968  0.308

Forces on atoms 1 to 2 (eV/Å):
C 2.0 -1.5 0.2
C 2.4 0.3 -1.4